No. 1
C21H66N6O21 | ωB97M-V with the def2-TZVPD basis set

Properties
energy relative to the best compared isomer or geometry (same formula, charge and spin) = 117.8 kJ/mol
SMILES string = NC(N)=O.NC(N)=O.NC(N)=O.OCCO.OCCO.OCCO.OCCO.OCCO.OCCO.OCCO.OCCO.OCCO
gap between HOMO and LUMO = 0.32896 Eh

CARTESIAN COORDINATES (ANGSTROEM)
1 N -2.104 0.694 3.733
2 C -2.635 -0.396 3.075
3 N -3.620 -1.061 3.736
4 O -2.120 -0.796 2.024
5 H -2.567 1.060 4.545
6 H -1.306 1.179 3.361
7 H -3.818 -0.684 4.645
8 H -4.029 -1.918 3.404
9 N 1.658 2.573 -2.540
10 C 2.780 2.235 -3.286
11 N 3.454 1.159 -2.754
12 O 3.234 2.903 -4.195
13 H 1.337 1.811 -1.957
14 H 0.924 3.142 -2.934
15 H 4.246 0.864 -3.299
16 H 3.206 0.577 -1.969
17 N -0.616 -0.343 -0.874
18 C 0.637 -0.311 -0.271
19 N 0.495 -0.400 1.096
20 O 1.724 -0.195 -0.813
21 H -0.683 -0.110 -1.851
22 H -1.350 -0.075 -0.237
23 H 1.330 -0.364 1.659
24 H -0.348 -0.527 1.639
25 O 5.011 -0.418 -0.208
26 C 4.287 0.256 0.854
27 C 5.190 0.619 1.994
28 O 5.942 1.769 1.644
29 H 5.345 0.278 -0.785
30 H 3.728 1.089 0.429
31 H 3.612 -0.553 1.146
32 H 5.875 -0.202 2.216
33 H 4.556 0.819 2.871
34 H 6.253 2.251 2.411
35 O -2.928 2.111 -2.420
36 C -1.606 2.443 -2.839
37 C -1.598 3.062 -4.234
38 O -0.429 3.833 -4.435
39 H -2.896 2.112 -1.454
40 H -1.254 3.111 -2.045
41 H -0.942 1.570 -2.838
42 H -2.496 3.696 -4.246
43 H -1.727 2.300 -4.996
44 H -0.546 4.673 -3.983
45 O -2.057 2.243 0.322
46 C -2.927 3.242 0.856
47 C -3.429 4.388 -0.007
48 O -4.546 4.072 -0.824
49 H -1.377 2.065 0.987
50 H -3.767 2.642 1.235
51 H -2.535 3.745 1.751
52 H -2.622 4.716 -0.673
53 H -3.628 5.214 0.682
54 H -5.330 4.322 -0.326
55 O -0.797 -3.396 2.750
56 C -1.510 -4.617 2.703
57 C -2.403 -4.808 3.896
58 O -3.592 -3.998 3.771
59 H -1.218 -2.690 2.244
60 H -2.038 -4.764 1.760
61 H -0.754 -5.410 2.744
62 H -1.915 -4.659 4.862
63 H -2.729 -5.860 3.897
64 H -4.234 -4.390 4.370
65 O -0.846 -2.305 -7.523
66 C 0.370 -2.146 -6.825
67 C 0.229 -1.121 -5.736
68 O -0.376 -1.649 -4.530
69 H -1.429 -2.828 -6.960
70 H 0.766 -3.101 -6.468
71 H 1.053 -1.759 -7.586
72 H -0.413 -0.306 -6.067
73 H 1.176 -0.666 -5.455
74 H 0.193 -2.338 -4.169
75 O 0.447 2.942 2.565
76 C 1.453 3.277 1.587
77 C 1.034 4.613 1.014
78 O 1.571 5.569 1.931
79 H 0.272 3.608 3.233
80 H 2.402 3.275 2.134
81 H 1.577 2.417 0.927
82 H -0.053 4.643 1.100
83 H 1.407 4.758 -0.003
84 H 1.103 6.405 1.861
85 O 2.307 -1.081 4.339
86 C 0.925 -1.100 4.658
87 C 0.677 -1.971 5.874
88 O 1.402 -1.536 7.014
89 H 2.757 -0.323 4.719
90 H 0.515 -0.095 4.816
91 H 0.323 -1.498 3.838
92 H 0.969 -3.004 5.658
93 H -0.393 -1.969 6.093
94 H 2.236 -1.186 6.686
95 O 2.989 -3.368 -0.320
96 C 2.637 -3.395 1.043
97 C 3.806 -3.342 2.020
98 O 4.219 -4.663 2.406
99 H 2.874 -2.481 -0.671
100 H 2.041 -2.478 1.211
101 H 1.912 -4.166 1.319
102 H 3.488 -2.814 2.923
103 H 4.632 -2.843 1.517
104 H 3.548 -5.039 2.980
105 O -4.495 -0.028 -3.681
106 C -3.441 -0.706 -4.341
107 C -3.910 -2.039 -4.874
108 O -2.867 -2.738 -5.509
109 H -4.092 0.768 -3.286
110 H -2.990 -0.132 -5.163
111 H -2.627 -0.898 -3.623
112 H -4.714 -1.869 -5.599
113 H -4.412 -2.611 -4.083
114 H -2.049 -2.580 -5.010


No. 2
C4H9NO2PS | ωB97M-V with the def2-TZVPD basis set

Properties
energy relative to the best compared isomer or geometry (same formula, charge and spin) = 271.4 kJ/mol
charge = -1
gap between HOMO and LUMO = 0.24070 Eh

CARTESIAN COORDINATES (ANGSTROEM)
1 C 2.562 -1.654 0.412
2 C 1.096 1.333 -1.201
3 C 1.777 -0.770 -0.026
4 C 1.570 0.726 0.131
5 N -1.395 -2.529 0.888
6 O 3.382 -2.422 0.734
7 O 0.706 0.764 1.225
8 P -1.467 -1.303 -0.050
9 S -2.622 0.515 0.839
10 H 1.638 0.885 -2.042
11 H 1.061 2.430 -1.110
12 H 0.052 1.030 -1.162
13 H 0.746 -1.115 -0.505
14 H 2.528 1.255 0.505
15 H -0.733 -2.449 1.665
16 H 0.089 0.101 1.151
17 H -2.509 -1.817 -0.931
18 H -1.619 0.468 1.767


No. 3
C27H42AuBr2NO3Si | ωB97M-V with the def2-TZVPD basis set

Properties
energy relative to the best compared isomer or geometry (same formula, charge and spin) = 0.0 kJ/mol
charge = +2
gap between HOMO and LUMO = 0.23479 Eh

CARTESIAN COORDINATES (ANGSTROEM)
1 Au -0.357 0.028 0.017
2 C -5.333 -4.732 -0.187
3 O -5.920 -3.434 -0.348
4 C -5.155 -2.364 -0.343
5 C -5.839 -1.131 -0.509
6 C -5.132 0.019 -0.519
7 C -3.706 0.044 -0.367
8 C -3.003 1.245 -0.384
9 C -3.655 2.581 -0.574
10 O -1.724 1.397 -0.242
11 C -3.048 -1.204 -0.196
12 O -1.740 -1.368 -0.037
13 C -3.773 -2.390 -0.188
14 H -6.160 -5.432 -0.226
15 H -4.832 -4.806 0.779
16 H -4.636 -4.938 -0.999
17 H -6.913 -1.142 -0.624
18 H -5.674 0.943 -0.642
19 H -4.702 2.523 -0.838
20 H -3.115 3.120 -1.352
21 H -3.548 3.146 0.351
22 H -3.233 -3.314 -0.058
23 C 0.358 -5.285 0.363
24 C 1.134 -3.998 0.380
25 C 2.507 -3.951 0.521
26 C 3.141 -2.729 0.526
27 C 2.417 -1.557 0.389
28 Br 3.463 -0.016 0.426
29 N 1.064 -1.573 0.247
30 C 0.473 -2.792 0.250
31 H 1.022 -6.139 0.476
32 H -0.183 -5.400 -0.576
33 H -0.367 -5.312 1.177
34 H 3.084 -4.861 0.629
35 H 4.213 -2.660 0.636
36 H -0.594 -2.794 0.139
37 C 0.174 6.968 0.518
38 C -0.077 5.490 0.138
39 C -0.983 4.842 1.194
40 C -0.824 5.444 -1.201
41 Si 1.623 4.679 0.046
42 Br 1.090 1.985 -0.015
43 C 2.677 4.666 1.624
44 C 3.507 5.969 1.543
45 C 1.811 4.702 2.891
46 C 3.624 3.464 1.769
47 C 2.535 4.695 -1.616
48 C 1.774 4.025 -2.770
49 C 2.715 6.200 -1.929
50 C 3.911 4.020 -1.531
51 H -0.788 7.487 0.510
52 H 0.825 7.484 -0.189
53 H 0.596 7.080 1.516
54 H -1.957 5.338 1.153
55 H -0.608 4.954 2.207
56 H -1.127 3.782 0.995
57 H -1.797 5.925 -1.063
58 H -1.001 4.420 -1.537
59 H -0.312 5.987 -1.993
60 H 2.891 6.864 1.433
61 H 4.239 5.952 0.737
62 H 4.060 6.072 2.481
63 H 1.219 5.611 2.974
64 H 2.476 4.675 3.759
65 H 1.151 3.837 2.960
66 H 4.280 3.319 0.915
67 H 3.076 2.540 1.949
68 H 4.260 3.643 2.640
69 H 0.778 4.427 -2.927
70 H 1.697 2.947 -2.633
71 H 2.339 4.197 -3.690
72 H 1.769 6.701 -2.128
73 H 3.323 6.285 -2.833
74 H 3.237 6.744 -1.140
75 H 3.832 2.967 -1.253
76 H 4.589 4.520 -0.842
77 H 4.373 4.061 -2.521


No. 4
C21H42NO2 | ωB97M-V with the def2-TZVPD basis set

Properties
spin multiplicity = 2
energy relative to the best compared isomer or geometry (same formula, charge and spin) = 180.0 kJ/mol
expectation value of S² = 0.75
gap between HOMO and LUMO (spin up / spin down) = 0.33936 / 0.36137 Eh

CARTESIAN COORDINATES (ANGSTROEM)
1 C -0.129 -4.205 2.130
2 C -1.017 -3.059 2.767
3 C -0.182 -1.855 3.305
4 C -0.933 -0.468 3.211
5 C 0.051 0.661 2.693
6 C -0.091 0.875 1.128
7 O -0.421 -0.447 0.641
8 C -0.770 -0.455 -0.729
9 C -0.964 -1.981 -1.114
10 C -2.537 -2.206 -1.144
11 C -0.446 -2.319 -2.543
12 C 1.110 -2.539 -2.663
13 C 1.808 -3.045 -1.363
14 C 1.849 -1.274 -3.283
15 C -1.252 1.921 0.938
16 C -0.993 3.084 -0.091
17 C -1.423 2.740 -1.562
18 C -1.976 4.257 0.338
19 N 0.364 3.635 0.034
20 O 0.516 4.383 1.069
21 C 1.452 2.669 -0.167
22 C 1.810 2.430 -1.694
23 C 2.760 3.360 0.418
24 C 1.324 1.293 0.583
25 H 0.961 -4.024 2.240
26 H -0.346 -5.203 2.577
27 H -0.368 -4.315 1.047
28 H -1.679 -2.681 1.959
29 H -1.606 -3.552 3.573
30 H 0.209 -2.012 4.334
31 H 0.715 -1.765 2.647
32 H -1.871 -0.521 2.627
33 H -1.218 -0.200 4.254
34 H 1.068 0.327 2.985
35 H -0.163 1.587 3.265
36 H 0.028 -0.066 -1.403
37 H -1.726 0.052 -0.970
38 H -0.593 -2.641 -0.308
39 H -3.048 -1.455 -1.780
40 H -2.886 -2.035 -0.095
41 H -2.790 -3.247 -1.426
42 H -0.706 -1.493 -3.251
43 H -0.958 -3.228 -2.924
44 H 1.252 -3.343 -3.429
45 H 1.980 -2.187 -0.674
46 H 1.151 -3.766 -0.823
47 H 2.754 -3.581 -1.577
48 H 1.170 -0.753 -3.985
49 H 2.188 -0.649 -2.434
50 H 2.702 -1.688 -3.868
51 H -2.188 1.401 0.621
52 H -1.519 2.416 1.899
53 H -2.509 2.503 -1.585
54 H -1.294 3.683 -2.148
55 H -0.805 1.960 -2.041
56 H -1.607 5.156 -0.209
57 H -1.981 4.429 1.427
58 H -3.002 4.066 -0.044
59 H 2.908 2.438 -1.860
60 H 1.418 1.470 -2.084
61 H 1.403 3.265 -2.311
62 H 2.784 3.341 1.522
63 H 3.608 2.714 0.080
64 H 2.904 4.362 -0.027
65 H 1.683 0.502 -0.120
66 H 2.066 1.279 1.414


no.,total energy (Eh),largest force on an atom (eV Å⁻¹)
1,-2748.2576,2.3
2,-1102.5407,4.6
3,-6907.1512,0.6
4,-1030.4453,3.2